Record 1
Computed, not measured: C27H46F9IN4O11P2S2Ti as an isolated structure at a distorted geometry, with ωB97M-V/def2-TZVPD.

Structure (XYZ):
```
103
Properties=species:S:1:pos:R:3:forces:R:3:mulliken_charge:R:1
Ti 0.113875 0.632128 0.214040 -1.91 2.74 1.08 -0.56
N -1.063522 2.576021 2.240250 0.00 -0.17 0.13 -0.46
N -2.438155 2.713792 2.174672 -0.01 -0.09 0.01 -0.52
C -3.075073 2.219525 1.114820 0.11 -0.01 0.07 0.47
N -4.380990 2.471534 1.011043 -0.14 0.00 -0.05 -0.33
S -2.334003 1.307375 -0.106325 -0.22 -0.19 -0.31 -0.28
H -0.772795 2.303297 3.167403 0.01 -0.06 0.09 0.32
H -0.596493 3.425528 1.949094 0.07 0.07 -0.02 0.33
H -2.907847 3.381101 2.768779 -0.06 0.08 0.07 0.28
H -4.834385 3.151787 1.598552 -0.03 0.02 0.03 0.19
H -4.855248 2.200313 0.166501 -0.03 -0.01 0.00 0.26
C -1.339518 -0.528712 4.600505 -0.06 0.02 -0.16 -0.95
C -1.253380 -2.029444 4.442367 0.00 0.05 0.11 0.61
C -2.268272 -2.768748 5.278357 -0.08 -0.09 -0.05 -1.60
O -1.506497 -2.463034 3.044104 0.07 0.07 0.13 -0.36
P -1.263405 -1.881523 1.634960 -0.29 0.11 0.27 -0.37
O -0.574816 -0.519240 1.679511 -0.25 -0.88 0.27 0.52
C -0.333985 -3.091104 0.691258 0.03 0.03 -0.08 -1.12
P 0.100757 -2.325442 -0.900605 -0.03 -0.24 0.54 0.06
O -0.491185 -0.921322 -0.750864 0.50 -1.31 -0.80 0.47
O 1.641213 -2.325765 -0.950428 -0.03 0.06 -0.07 -0.27
C 2.460178 -3.516163 -1.334689 0.06 0.02 -0.06 0.41
C 3.560841 -3.613916 -0.310410 0.05 0.06 0.07 -1.34
C 2.949118 -3.306309 -2.746338 0.00 0.12 -0.02 -1.40
O -0.397364 -3.156964 -2.083957 -0.27 0.12 -0.15 -0.41
C -1.662661 -3.201602 -2.871185 -0.17 0.02 -0.02 0.59
C -2.430478 -4.419088 -2.419084 0.01 -0.03 0.13 -1.27
C -2.439905 -1.910316 -2.767296 0.07 0.05 0.12 -1.20
O -2.640839 -1.890668 0.902248 -0.11 -0.07 0.12 0.64
C -3.974885 -2.014874 1.538740 -0.06 -0.04 -0.04 0.76
C -4.307648 -3.475315 1.760352 0.13 0.02 -0.07 -1.47
C -4.951487 -1.352002 0.601751 -0.06 0.09 -0.11 -1.25
H -1.226587 -0.296410 5.659145 -0.02 0.02 0.01 0.49
H -2.318334 -0.164224 4.268919 0.06 -0.02 0.05 0.22
H -0.555285 -0.018873 4.046154 -0.03 0.00 0.03 0.02
H -0.250588 -2.377955 4.674574 0.12 -0.04 -0.07 0.28
H -3.279157 -2.420162 5.050912 0.05 -0.02 0.04 0.31
H -2.067881 -2.589240 6.335746 -0.02 0.00 -0.06 0.50
H -2.215200 -3.842429 5.097209 0.00 0.04 0.02 0.38
H -0.961577 -3.977217 0.579318 0.06 0.01 0.00 0.84
H 0.583801 -3.357778 1.218824 -0.03 0.00 0.02 0.43
H 1.813397 -4.394536 -1.289574 -0.11 0.05 0.03 0.41
H 4.135597 -2.685253 -0.291081 -0.01 -0.07 -0.01 0.18
H 4.229625 -4.431966 -0.579948 -0.01 0.02 0.02 0.52
H 3.170834 -3.804544 0.690957 0.02 0.00 -0.04 0.29
H 3.697734 -2.511010 -2.775957 -0.07 -0.05 -0.01 0.30
H 2.127764 -3.034079 -3.407866 0.02 -0.05 0.00 0.30
H 3.402957 -4.229691 -3.107494 0.03 0.03 0.01 0.51
H -1.302218 -3.333786 -3.887137 0.12 -0.03 -0.03 0.38
H -2.790234 -4.290261 -1.391801 0.01 -0.01 -0.10 0.09
H -1.812073 -5.315419 -2.472115 -0.04 0.03 0.00 0.39
H -3.295548 -4.562051 -3.068635 0.03 0.01 0.04 0.48
H -2.798146 -1.739849 -1.747552 -0.01 -0.03 -0.09 0.02
H -3.301961 -1.986864 -3.430601 0.00 0.00 0.01 0.58
H -1.839596 -1.054495 -3.076515 -0.02 -0.03 -0.01 0.21
H -3.932779 -1.477193 2.486819 0.08 0.02 0.02 0.16
H -4.323066 -4.002821 0.802578 -0.01 0.03 0.07 0.26
H -5.301074 -3.554699 2.205466 0.04 0.01 -0.02 0.46
H -3.597400 -3.960469 2.426054 0.03 -0.02 0.04 0.33
H -5.098230 -1.961818 -0.293298 0.01 0.05 0.05 0.34
H -4.591712 -0.369101 0.298464 -0.04 -0.04 0.04 0.12
H -5.912500 -1.245069 1.107559 0.01 -0.02 -0.06 0.47
N 1.328709 4.705433 -0.914061 0.04 0.07 -0.09 -0.04
C 0.277591 3.891451 -0.845387 0.02 0.10 -0.05 -0.27
O 0.311967 2.891283 -0.122670 0.13 -0.22 0.04 0.22
C -0.945316 4.292984 -1.621850 0.07 0.04 0.07 -1.07
I -2.204679 5.430400 -0.319337 0.03 0.02 -0.06 0.05
H 2.167276 4.473683 -0.405221 0.00 -0.03 0.02 0.22
H 1.323063 5.529882 -1.488166 0.00 0.04 -0.02 0.25
H -1.498924 3.416325 -1.926559 -0.05 -0.07 -0.02 0.14
H -0.716056 4.937716 -2.463657 0.01 -0.01 -0.03 0.74
F 1.260357 1.788941 4.093525 0.05 0.01 0.00 -0.15
C 2.421517 1.947821 3.435349 -0.15 0.00 -0.15 0.27
F 3.408377 1.630930 4.256169 0.02 0.06 0.09 -0.24
F 2.508499 3.238486 3.101888 0.01 -0.01 0.03 -0.25
C 2.425930 1.068435 2.144950 -0.18 -0.06 0.03 1.57
O 1.188412 1.227708 1.557375 1.55 -0.40 0.25 0.35
C 2.658325 -0.424356 2.546727 -0.07 0.21 -0.04 -0.04
F 1.937351 -0.745538 3.627729 0.00 -0.06 -0.09 -0.32
F 2.251259 -1.221441 1.543176 -0.01 -0.01 -0.01 0.09
F 3.932144 -0.687794 2.794306 -0.01 -0.02 0.07 -0.29
C 3.620260 1.542124 1.225374 -0.18 -0.14 0.16 0.00
F 4.042942 0.561770 0.421210 -0.06 0.02 0.03 -0.19
F 4.650716 1.945627 1.965740 -0.03 -0.07 -0.15 -0.28
F 3.230459 2.555917 0.453922 -0.03 0.14 -0.01 -0.16
C 4.280612 5.165108 -4.757832 -0.05 -0.07 -0.02 -1.52
C 3.477501 4.032729 -4.174744 0.04 0.08 -0.03 0.96
C 2.126776 3.881622 -4.500721 0.04 0.08 -0.06 -0.91
C 1.372405 2.855587 -3.964044 -0.02 -0.17 -0.01 -0.71
C 1.988724 1.949395 -3.105949 0.08 0.21 0.26 -0.07
C 3.334598 2.057802 -2.782387 -0.07 -0.13 -0.02 -0.51
C 4.067083 3.103978 -3.318085 0.04 0.01 -0.04 -1.12
S 0.996520 0.714594 -2.369665 0.11 0.31 -0.65 1.46
O -0.330052 1.280601 -2.122340 0.04 -0.16 -0.04 -0.49
O 1.040546 -0.493741 -3.127028 0.17 -0.10 0.03 -0.61
O 1.577815 0.552307 -0.940956 0.88 -0.25 -0.86 0.92
H 3.725361 6.103214 -4.719369 0.01 -0.03 0.01 0.38
H 4.507815 4.969351 -5.808292 -0.01 -0.01 0.04 0.33
H 5.224572 5.297910 -4.231772 -0.02 -0.01 -0.01 0.38
H 1.664836 4.577402 -5.193569 0.02 -0.02 0.06 0.44
H 0.323883 2.740137 -4.217049 0.06 0.05 0.03 0.59
H 3.800393 1.335442 -2.121465 -0.04 0.09 -0.01 0.47
H 5.118729 3.197150 -3.072516 -0.05 0.01 0.00 0.40
```
Positions in Å, forces in eV/Å.

Computed properties:
- Max |F|: 3.51 eV/A
- E_LUMO: -5.75 eV
- Energy relative to the best compared isomer or geometry (same formula, charge and spin): 5.2 kcal/mol
- Molar mass: 1074.52 g/mol
- HOMO: -0.510 Ha
- Kohn-Sham gap: 8.122 eV
- Charge: +2



Record 2
Computed, not measured: C27H46IN13P2 as an isolated structure at a distorted geometry, with ωB97M-V/def2-TZVPD.

Structure (XYZ):
```
89
Properties=species:S:1:pos:R:3:forces:R:3:mulliken_charge:R:1
C 0.211911 -0.217536 -1.767058 0.62 -0.23 -0.17 -0.61
C 1.027069 1.021312 -1.066618 -0.93 -0.80 -0.38 -0.10
C 0.988137 0.778687 0.532169 0.70 -1.44 -0.44 -0.77
I -1.002521 1.148187 1.419056 0.95 -0.19 -0.49 0.02
P 2.392239 1.704199 1.467069 0.20 1.17 -1.29 -0.03
P 3.848127 0.076769 1.905009 -1.57 -2.38 1.15 0.45
N 3.090424 -1.300370 2.251129 1.06 0.65 0.72 -0.75
H 0.439928 -0.294776 -2.905051 -0.29 0.25 2.29 -0.03
H 0.560548 -1.206455 -1.262495 -0.70 1.62 -0.91 0.33
H -0.929261 -0.123645 -1.663803 1.75 -0.04 0.10 0.12
H 0.504520 1.981580 -1.419494 1.00 -1.18 0.91 -0.05
H 2.124499 1.040145 -1.437427 -1.78 -0.09 0.71 0.41
H 1.166041 -0.366756 0.685100 -0.41 2.06 -0.01 0.56
H 1.915679 2.227794 2.722371 0.07 -1.06 -0.44 -0.02
H 4.591734 -0.094050 0.692949 -0.08 0.81 0.44 0.11
H 4.742016 0.458325 2.971759 -0.23 0.42 -0.95 -0.03
H 3.408620 -1.637011 3.189076 -0.52 0.28 -1.16 0.18
C -0.724771 -0.458178 -6.237876 0.54 0.37 0.83 -0.87
C 0.439865 0.053193 -5.434965 3.02 1.34 1.93 0.60
N 1.367168 0.460164 -4.795605 -4.03 -1.70 -3.04 -0.57
H -1.617750 -0.504709 -5.610061 0.17 0.03 0.11 0.25
H -0.915863 0.207804 -7.079799 0.10 -0.13 0.20 0.34
H -0.504058 -1.457109 -6.617562 0.05 0.20 0.03 0.33
C 7.549480 1.006588 5.028468 -0.11 0.25 -0.95 -0.62
C 7.419153 1.361845 3.571849 -0.30 0.94 -3.81 0.38
N 7.314073 1.644964 2.413418 0.42 -1.28 5.16 -0.47
H 7.328971 -0.053041 5.173472 -0.02 0.12 -0.10 0.23
H 8.566226 1.209194 5.370695 -0.11 0.01 -0.13 0.32
H 6.849120 1.600448 5.620116 0.03 -0.04 -0.11 0.16
C 2.837427 5.817451 0.453560 -0.75 -0.59 0.31 -0.80
C 1.660888 5.010632 0.932513 -3.12 -2.01 1.18 0.46
N 0.724674 4.368639 1.313671 4.14 3.01 -1.69 -0.44
H 2.953322 5.704901 -0.626348 -0.16 -0.03 0.12 0.25
H 2.682929 6.872762 0.686544 -0.08 -0.15 -0.01 0.32
H 3.748446 5.473097 0.947595 -0.17 -0.06 0.01 0.30
C 2.627600 0.508425 -9.203681 -0.90 -0.38 0.10 -0.74
C 1.241799 -0.065454 -9.087194 -3.60 -1.51 0.26 0.43
N 0.139442 -0.521531 -8.994368 5.07 2.03 -0.73 -0.50
H 3.083062 0.582812 -8.214093 -0.14 -0.04 -0.07 0.27
H 3.244859 -0.135954 -9.832667 -0.15 0.03 0.06 0.27
H 2.581125 1.503607 -9.650257 -0.09 -0.14 0.05 0.27
C 5.907686 -4.338920 2.919985 -0.47 0.67 0.52 -0.81
C 5.215420 -3.370722 3.838442 -1.77 2.44 2.43 0.53
N 4.663890 -2.599968 4.568850 2.60 -3.43 -3.07 -0.58
H 6.821893 -4.707182 3.389490 -0.17 0.07 0.05 0.30
H 5.250381 -5.184255 2.708595 0.02 0.15 0.17 0.28
H 6.163516 -3.842287 1.981701 -0.09 0.07 0.16 0.30
C 2.015838 -5.518056 6.331886 0.85 -0.25 -0.46 -0.74
C 3.285655 -5.920643 5.633471 3.32 -1.04 -1.83 0.38
N 4.295036 -6.240704 5.078054 -4.49 1.39 2.46 -0.44
H 1.160635 -5.688343 5.674983 0.17 0.00 0.02 0.26
H 1.889269 -6.107777 7.241901 0.09 0.03 -0.13 0.28
H 2.057123 -4.459401 6.595899 0.10 -0.12 -0.10 0.26
C 2.415952 1.761344 5.673395 0.82 0.23 0.57 -0.41
C 3.611909 2.110341 6.517373 3.13 0.91 2.21 0.35
N 4.563010 2.387894 7.188507 -4.18 -1.25 -3.04 -0.46
H 2.157087 2.604099 5.029347 0.08 -0.05 0.13 0.16
H 2.641401 0.892896 5.050438 0.02 0.06 0.09 0.06
H 1.563335 1.528084 6.314160 0.16 0.04 -0.03 0.30
C -4.809417 0.824866 -0.591260 0.44 -0.41 -0.82 -0.65
C -4.326255 0.113657 -1.826154 1.27 -1.85 -3.18 0.34
N -3.941732 -0.452306 -2.808700 -1.68 2.51 4.33 -0.47
H -5.799822 1.247959 -0.769195 0.10 -0.18 -0.02 0.31
H -4.867296 0.123687 0.243105 -0.06 0.01 -0.22 0.18
H -4.119112 1.630715 -0.332136 0.03 -0.12 -0.15 0.28
C -5.524259 -3.784520 -1.945101 -0.21 0.61 0.61 -1.04
C -6.229444 -2.824523 -1.029652 -1.60 2.48 2.25 0.42
N -6.799340 -2.048750 -0.297792 2.57 -8.94 -8.03 -0.30
H -4.611007 -4.151741 -1.471767 -0.09 0.10 -0.01 0.32
H -6.176396 -4.631812 -2.165142 -0.02 0.18 0.05 0.33
H -5.264560 -3.282855 -2.879559 -0.07 0.02 0.15 0.28
C -0.769997 4.159511 -3.164129 0.68 0.70 0.16 -0.57
C 0.254043 5.235030 -2.921163 2.70 2.81 0.66 0.41
N 1.068118 6.090494 -2.728325 -3.60 -3.83 -0.82 -0.47
H -1.603804 4.563120 -3.742007 0.14 0.04 0.07 0.34
H -0.319211 3.333680 -3.718718 0.05 0.12 0.07 0.13
H -1.146338 3.784425 -2.210005 0.10 0.10 -0.05 0.18
C -7.984330 0.574400 3.218893 0.21 -0.67 -0.75 -0.85
C -7.494826 -0.131236 1.981300 1.08 -1.89 -3.01 0.40
N -7.102625 -0.697761 0.986759 -2.02 8.34 8.92 -0.33
H -8.975391 0.995973 3.038996 0.12 -0.08 -0.03 0.26
H -8.042987 -0.130311 4.051119 0.00 0.07 -0.11 0.26
H -7.296950 1.380490 3.482626 -0.04 -0.12 -0.11 0.26
C -9.136188 -1.375194 -3.184132 0.45 -0.71 -0.45 -0.49
C -8.481048 -2.525103 -3.899461 1.80 -3.17 -1.98 0.34
N -7.962359 -3.441086 -4.473814 -2.38 4.23 2.70 -0.44
H -10.131836 -1.667628 -2.844827 0.14 -0.05 -0.07 0.26
H -8.535525 -1.085523 -2.319071 0.01 -0.16 -0.08 0.07
H -9.226038 -0.521009 -3.858328 0.04 -0.17 0.00 0.27
```
Positions in Å, forces in eV/Å.

Computed properties:
- Max |F|: 12.38 eV/A
- E_LUMO: 0.13 eV
- Molar mass: 741.61 g/mol
- HOMO: -0.279 Ha
- Kohn-Sham gap: 7.721 eV